The following is a quantum chemistry calculation of a cluster of 8 separate species, C52H47N8O14 in total, from OMol25.

Geometry as XYZ:
```
121
Properties=species:S:1:pos:R:3
C -3.0345 2.8137 0.3253
C -2.2004 1.8045 -0.0398
C -1.0329 1.2024 0.8227
N -0.1267 2.1769 1.4368
C 0.3555 3.1767 0.4820
C 0.8637 2.6043 -0.8843
C 2.0217 1.7206 -1.0434
C 2.3411 1.2478 -2.4052
C 1.5607 1.5971 -3.5831
C 0.3587 2.5072 -3.4308
C 0.0632 2.9753 -2.0843
H -3.9163 3.0152 -0.3343
H -2.7718 3.4229 1.2204
H -2.3288 1.3882 -1.0838
H -1.4766 0.5988 1.6748
H -0.4866 0.4290 0.1786
H -0.4654 3.9549 0.3451
H 1.2004 3.7392 0.9904
H 2.6096 1.4316 -0.1410
H 3.2360 0.5955 -2.5237
H 1.7941 1.2299 -4.6114
H -0.3127 2.8088 -4.2714
H -0.8174 3.6524 -1.9487
C -5.5447 -2.6446 -4.5920
C -6.2756 -1.7272 -3.8471
C -5.6400 -0.6317 -3.2769
C -4.2743 -0.4653 -3.4640
C -3.5356 -1.3804 -4.2002
C -4.1767 -2.4741 -4.7649
N -3.6014 0.7019 -2.8854
O -4.2712 1.4763 -2.2290
O -2.4071 0.8299 -3.0991
H -6.0429 -3.4964 -5.0411
H -7.3419 -1.8644 -3.7130
H -6.2169 0.0780 -2.6979
H -2.4697 -1.2545 -4.3430
H -3.6102 -3.1937 -5.3445
C -1.0503 -7.7156 -3.7747
C -1.8134 -8.8015 -4.1874
C -3.1640 -8.6365 -4.4634
C -3.7368 -7.3786 -4.3265
C -2.9837 -6.2897 -3.9075
C -1.6352 -6.4627 -3.6307
N -5.1567 -7.1916 -4.6400
O -5.7977 -8.1681 -4.9862
O -5.6123 -6.0658 -4.5392
H 0.0016 -7.8454 -3.5655
H -1.3531 -9.7760 -4.2965
H -3.7503 -9.4879 -4.7842
H -3.4292 -5.3090 -3.7951
H -1.0375 -5.6194 -3.3058
C -4.3096 4.0398 4.1790
C -5.1118 2.9793 3.7771
C -6.4632 3.1816 3.5370
C -6.9994 4.4527 3.6990
C -6.2072 5.5173 4.1075
C -4.8569 5.3061 4.3481
N -8.4218 4.6767 3.4226
O -9.0932 3.7174 3.0842
O -8.8530 5.8110 3.5435
H -3.2526 3.8788 4.3599
H -4.6805 1.9942 3.6476
H -7.0791 2.3487 3.2238
H -6.6233 6.5078 4.2390
H -4.2284 6.1299 4.6642
C 1.8726 0.9334 3.6516
C 1.3261 0.5035 4.8566
C 2.0956 0.5075 6.0115
C 3.4127 0.9489 5.9496
C 3.9701 1.3736 4.7491
C 3.1942 1.3636 3.5988
N 4.2206 0.9783 7.1686
O 3.7086 0.5807 8.2044
O 5.3625 1.4017 7.0878
H 1.2636 0.9355 2.7470
H 0.2967 0.1681 4.8938
H 1.6600 0.1708 6.9438
H 4.9967 1.7135 4.6967
H 3.6172 1.6952 2.6579
C 3.1943 6.1454 -4.5046
C 3.3792 6.8256 -5.7050
C 3.4169 6.1247 -6.9036
C 3.2633 4.7437 -6.8876
C 3.0856 4.0618 -5.6926
C 3.0521 4.7639 -4.5002
N 3.2766 4.0003 -8.1515
O 3.4539 4.6314 -9.1805
O 3.1066 2.7950 -8.1040
H 3.1606 6.6952 -3.5706
H 3.4913 7.9034 -5.7055
H 3.5614 6.6627 -7.8316
H 2.9715 2.9860 -5.6760
H 2.9096 4.2306 -3.5670
C 6.0057 2.5969 12.5314
C 5.3742 2.0755 11.4091
C 3.9895 2.0919 11.3206
C 3.2483 2.6372 12.3605
C 3.8703 3.1540 13.4895
C 5.2552 3.1316 13.5722
N 1.7851 2.6798 12.2612
O 1.2700 2.2019 11.2681
O 1.1687 3.1956 13.1792
H 7.0882 2.5877 12.5951
H 5.9616 1.6582 10.5999
H 3.5092 1.6824 10.4403
H 3.2947 3.5753 14.3036
H 5.7515 3.5347 14.4470
C 5.0938 -6.9128 -6.3093
C 4.5170 -6.8398 -5.0473
C 3.4410 -7.6551 -4.7273
C 2.9544 -8.5426 -5.6782
C 3.5193 -8.6174 -6.9439
C 4.5934 -7.7970 -7.2577
N 1.8334 -9.4229 -5.3357
O 1.3482 -9.3172 -4.2210
O 1.4512 -10.2114 -6.1803
H 5.9379 -6.2783 -6.5547
H 4.9090 -6.1482 -4.3115
H 2.9987 -7.5907 -3.7415
H 3.1387 -9.3048 -7.6884
H 5.0441 -7.8486 -8.2413
```

Calculated values
LUMO energy: 0.004 Ha
Gap between HOMO and LUMO: 2.7471 eV
Total charge: -1
Largest force on an atom: 0.0677 Eh/bohr


The following is a quantum chemistry calculation of a structure of composition C52H48ClFN8O5TeTl, from OMol25.

Geometry as XYZ:
```
117
Properties=species:S:1:pos:R:3
Tl -0.6541 -0.7372 -2.0369
C 1.8495 -8.1595 -1.8300
C 2.9733 -7.1274 -1.9123
C 4.1388 -7.4329 -0.9800
C 3.6860 -7.3835 0.4742
C 2.9718 -6.0863 0.7548
C 2.8934 -5.5971 2.0401
C 2.2624 -4.3838 2.2918
F 2.2034 -3.9424 3.5618
C 1.7325 -3.6260 1.2867
C 1.8146 -4.0928 -0.0295
C 1.3162 -3.2445 -1.1176
O 0.9280 -2.0896 -0.8497
C 1.3659 -3.8133 -2.4239
C 1.9290 -5.0419 -2.5927
N 2.4479 -5.7896 -1.6047
C 2.4069 -5.3367 -0.2984
C 0.8903 -3.0987 -3.6751
O 1.3347 -3.4937 -4.7443
O 0.0320 -2.1506 -3.5541
H 2.2454 -9.1631 -1.9885
H 1.1000 -7.9586 -2.5954
H 1.3557 -8.1240 -0.8586
H 3.3449 -7.0915 -2.9368
H 4.9220 -6.6878 -1.1394
H 4.5502 -8.4119 -1.2246
H 4.5451 -7.4738 1.1396
H 3.0279 -8.2287 0.6929
H 3.3270 -6.1502 2.8638
H 1.2535 -2.6781 1.4911
H 1.9840 -5.4474 -3.5957
C -3.9929 7.5572 2.0601
C -3.6364 6.1408 1.6990
C -3.3957 5.1841 2.6742
C -3.0222 3.8837 2.3439
C -2.8321 2.8749 3.4469
C -2.8463 3.5523 0.9987
Te -1.8245 1.6977 0.2928
N -1.4111 -0.4807 -0.0259
C -2.2131 -1.5366 -0.0682
O -2.1104 -2.3759 -1.0036
C -3.1764 -1.8312 1.0402
C -3.1766 -3.1191 1.5685
C -4.0245 -3.4437 2.6152
C -4.8989 -2.4929 3.1226
C -4.9244 -1.2178 2.5774
C -4.0620 -0.8852 1.5435
C -0.3742 1.9717 1.8453
C 0.4143 3.1330 1.7715
C 0.2022 4.2097 0.7410
C 1.4279 3.3260 2.7039
C 1.6848 2.4113 3.7098
C 2.7979 2.6215 4.6999
C 0.8687 1.2940 3.7938
C -0.1629 1.0547 2.8933
C -1.0048 -0.1660 3.1234
C -3.1913 4.4690 -0.0029
C -3.1455 4.1175 -1.4718
C -3.5632 5.7552 0.3647
H -4.0607 7.6839 3.1395
H -4.9484 7.8418 1.6172
H -3.2356 8.2453 1.6804
H -3.5049 5.4488 3.7210
H -3.4858 3.1011 4.2894
H -1.8029 2.8744 3.8109
H -3.0627 1.8725 3.0860
H -2.5051 -3.8569 1.1489
H -4.0109 -4.4422 3.0334
H -5.5646 -2.7468 3.9375
H -5.6201 -0.4808 2.9584
H -4.0930 0.1054 1.1102
H -0.0481 3.7879 -0.2345
H 1.0985 4.8212 0.6279
H -0.6223 4.8634 1.0324
H 2.0316 4.2264 2.6374
H 3.4689 3.4182 4.3793
H 3.3745 1.7043 4.8285
H 2.3896 2.8932 5.6751
H 1.0397 0.5793 4.5930
H -0.8124 -0.5884 4.1099
H -0.7910 -0.9271 2.3771
H -2.0694 0.0551 3.0409
H -3.3589 3.0635 -1.6459
H -2.1615 4.3431 -1.8949
H -3.8817 4.7029 -2.0217
H -3.8042 6.4779 -0.4090
N -2.4873 0.2005 -2.7105
C -3.3489 0.0326 -3.5087
N -4.2355 0.0079 -4.3781
C -5.3018 -0.6840 -4.6765
N -6.2603 -1.2357 -5.0171
Cl 2.3427 0.7931 -6.9828
C 1.3393 1.3296 -5.6923
C 0.9397 2.6521 -5.6058
C 0.0938 3.0174 -4.5701
C -0.2799 2.0628 -3.6440
N 0.1510 0.8024 -3.7123
C 0.9230 0.4230 -4.7267
H 1.2803 3.3743 -6.3347
H -0.2634 4.0337 -4.4821
H -0.9479 2.2925 -2.8222
H 1.1939 -0.6241 -4.7776
N 4.7177 4.4836 -0.9224
C 3.9131 3.7449 -1.7351
O 3.6675 4.0650 -2.8814
C 3.3316 2.5212 -1.0995
C 4.0108 1.7408 -0.1733
C 3.3489 0.6619 0.3824
C 2.0394 0.4123 0.0035
N 1.4025 1.1050 -0.9449
C 2.0539 2.1352 -1.4771
H 5.0924 5.3486 -1.2720
H 4.8410 4.2667 0.0488
H 5.0349 1.9673 0.0992
H 3.8290 0.0207 1.1094
H 1.4817 -0.3887 0.4571
H 1.5532 2.7071 -2.2474
```

Calculated values
LUMO energy (spin up / spin down): -0.008 / -0.053 Ha
2S+1: 2
Gap between HOMO and LUMO (spin up / spin down): 7.2239 / 6.8100 eV
Energy above the lowest of the compared OMol25 structures with the same formula, charge and spin: 0.000 eV
Total charge: 0
Largest force on an atom: 0.0280 Eh/bohr


Energy (computed, eV): -95250.6914; -104087.5902